{
  "formula": "C5H36NO14",
  "method": "ωB97M-V with the def2-TZVPD basis set",
  "symbols": ["C", "N", "C", "O", "C", "C", "C", "O", "H", "H", "H", "H", "H", "H", "H", "H", "H", "H", "H", "H", "H", "H", "O", "H", "H", "O", "H", "H", "O", "H", "H", "O", "H", "H", "O", "H", "H", "O", "H", "H", "O", "H", "H", "O", "H", "H", "O", "H", "H", "O", "H", "H", "O", "H", "H", "O"],
  "positions_angstrom": [[-0.760, -0.296, -0.989], [-1.966, 0.528, -0.963], [-1.973, 1.480, 0.176], [-1.255, 1.211, 1.322], [-0.903, -1.341, -2.114], [0.152, -2.417, -2.032], [1.558, -1.880, -2.164], [1.643, -1.368, -3.537], [-0.487, -0.821, -0.070], [0.137, 0.294, -1.202], [-2.731, -0.123, -0.823], [-3.029, 1.679, 0.441], [-1.623, 2.481, -0.156], [-1.919, -1.694, -2.322], [-0.825, -0.734, -3.029], [0.049, -2.934, -1.071], [-0.024, -3.235, -2.733], [2.366, -2.608, -2.259], [1.822, -1.136, -1.414], [2.052, -0.493, -3.572], [1.173, 1.564, 0.758], [2.448, 2.338, 1.024], [1.905, 1.995, 0.283], [0.300, -3.622, 1.929], [-0.532, -2.380, 2.074], [-0.597, -3.364, 2.093], [-2.706, 1.900, -2.588], [-2.088, 0.903, -3.526], [-2.355, 1.831, -3.496], [-0.794, 2.507, -3.312], [-0.194, 2.189, -1.988], [-0.027, 2.778, -2.748], [-0.247, 1.923, 2.605], [0.241, 3.379, 2.367], [0.079, 2.728, 3.066], [-2.120, -3.253, 1.271], [-3.126, -2.875, 0.040], [-3.031, -3.292, 0.899], [-1.132, -0.428, 3.304], [-0.635, -0.130, 1.908], [-0.368, -0.652, 2.767], [4.056, 0.719, 0.574], [3.687, 0.483, 2.046], [4.270, 0.162, 1.328], [-2.273, 1.423, 2.971], [-3.332, 0.509, 2.574], [-3.196, 1.229, 3.219], [2.429, 2.252, -1.864], [1.598, 1.930, -3.036], [2.376, 1.579, -2.544], [1.553, -1.359, 1.554], [2.662, -2.404, 1.497], [1.740, -2.270, 1.770], [1.541, 1.743, 3.082], [2.120, 0.270, 3.530], [2.291, 1.099, 3.076]],
  "total_energy_ev": -35926.81447,
  "e_homo_ha": -0.221,
  "largest_force_ev_per_a": 2.307,
  "e_lumo_ev": 2.65,
  "charge": -1,
  "gap_ha": 0.3185
}